[1]
Here is an isolated molecule of C23H29N3O3 from the OMol25 dataset. Energies are from ωB97M-V with the def2-TZVPD basis set.

Summary:
- ΔE to the lowest compared entry with this formula, charge and spin (kJ/mol) = 171.1
- molecular weight (g mol⁻¹) = 395.5

Cartesian coordinates (Å):
C: -7.16612 -2.54151 0.88476
H: -7.27235 -3.21159 0.02530
O: -6.40840 -1.40168 0.56153
C: -5.11866 -1.57057 0.15580
C: -4.47396 -2.79560 0.03517
C: -3.15337 -2.84339 -0.38282
C: -2.45803 -1.68825 -0.69576
C: -3.11059 -0.46403 -0.57621
C: -4.41928 -0.40225 -0.15448
H: -4.92647 0.54431 -0.05689
H: -2.58462 0.44795 -0.81705
C: -1.01967 -1.72825 -1.14784
N: -0.21905 -0.78782 -0.39447
C: 0.22452 0.36471 -0.91597
O: 0.14495 0.66232 -2.09148
C: 0.90497 1.27655 0.12400
N: 2.31661 0.94363 0.17861
C: 2.74082 -0.12572 0.88244
O: 1.97513 -0.78844 1.56255
C: 4.21966 -0.47320 0.79924
C: 4.35313 -1.83388 0.09782
C: 5.82432 -2.26664 0.09151
N: 6.70503 -1.28474 -0.51208
H: 6.49169 -1.20269 -1.50260
C: 6.56938 0.01145 0.12051
C: 5.12571 0.54133 0.10364
H: 4.82398 0.66912 -0.94090
H: 5.08343 1.51014 0.60517
H: 6.90828 -0.09086 1.15598
H: 7.23459 0.71300 -0.38859
H: 6.16255 -2.41934 1.12103
H: 5.93923 -3.20847 -0.44944
H: 3.98866 -1.74888 -0.93052
H: 3.74218 -2.57379 0.61541
H: 4.55835 -0.59844 1.83490
H: 2.91756 1.39496 -0.49070
H: 0.48960 1.06231 1.11502
C: 0.68262 2.74641 -0.23620
C: -0.77720 3.07229 -0.06951
C: -1.63577 3.06438 -1.16045
C: -2.98939 3.30016 -0.99013
C: -3.49905 3.54724 0.27279
C: -2.64875 3.56100 1.36542
C: -1.29697 3.32311 1.19439
H: -0.63661 3.33354 2.05043
H: -3.03999 3.75510 2.35344
H: -4.55522 3.72964 0.40632
H: -3.64789 3.28553 -1.84627
H: -1.24230 2.85485 -2.14378
H: 0.98420 2.90175 -1.27372
H: 1.29267 3.37289 0.41804
H: -0.02488 -0.99449 0.57575
H: -0.94724 -1.42405 -2.19750
H: -0.60921 -2.73581 -1.03722
H: -2.66493 -3.80376 -0.46765
H: -4.98232 -3.71848 0.26612
H: -8.14821 -2.17054 1.17400
H: -6.72736 -3.09249 1.72315

Electronic structure analysis, Mulliken charges in units of e: C -0.868; H 0.341; O -0.448; C 0.997; C -0.565; C -0.865; C -0.081; C 0.416; C -0.686; H 0.465; H 0.258; C -1.036; N 0.003; C 0.201; O -0.701; C -0.240; N 0.030; C 0.039; O -0.723; C 0.779; C -0.718; C -0.914; N -0.342; H 0.299; C -1.096; C -0.867; H 0.414; H 0.426; H 0.386; H 0.426; H 0.357; H 0.391; H 0.317; H 0.378; H 0.268; H 0.330; H 0.600; C -1.224; C 0.093; C -0.127; C -0.541; C -0.426; C -0.688; C -0.315; H 0.423; H 0.396; H 0.451; H 0.363; H 0.344; H 0.445; H 0.524; H 0.267; H 0.359; H 0.410; H 0.321; H 0.368; H 0.246; H 0.342

[2]
Here is a cluster of 2 separate species, C6H10F2N2 in total in a non-equilibrium geometry from the OMol25 dataset. Energies are from ωB97M-V with the def2-TZVPD basis set.

Summary:
- ΔE to the lowest compared entry with this formula, charge and spin (kJ/mol) = 364.5
- molecular weight (g mol⁻¹) = 148.2

Cartesian coordinates (Å):
C: -1.99366 0.88344 1.82550
C: 2.02094 -0.41528 -0.35101
C: 1.08178 0.42845 0.17889
C: 1.89482 -1.86793 -0.66108
C: 1.40327 1.95936 0.59913
C: -3.18480 -1.70789 -0.22229
N: -1.05042 0.68499 1.07747
N: -0.15358 0.06309 0.54629
F: -3.00199 -0.53237 -0.97148
F: -3.69235 -2.69855 -0.92661
H: -3.72456 -1.53028 0.73381
H: -2.92048 1.31065 1.55480
H: 2.90994 -0.02917 -0.82896
H: 0.88357 -2.12130 -0.60915
H: 2.38534 -2.52738 0.02584
H: 2.38373 -1.92545 -1.64239
H: 2.42506 2.11771 0.27553
H: 1.18600 1.98593 1.64404
H: 0.83248 2.69702 -0.01881
H: -2.09736 -1.95568 0.02779

Electronic structure analysis, Mulliken charges in units of e: C -0.357; C -0.295; C 0.625; C -0.942; C -1.168; C 0.228; N -0.102; N -0.119; F -0.239; F -0.223; H 0.197; H 0.334; H 0.279; H 0.210; H 0.258; H 0.291; H 0.311; H 0.383; H 0.299; H 0.030

[3]
Here is a structure of composition C4H9NO4STm in a non-equilibrium geometry from the OMol25 dataset. Energies are from ωB97M-V with the def2-TZVPD basis set.

Summary:
- multiplicity = 3
- energy (eV) = -54299.032
- total charge = +3
- molecular weight (g mol⁻¹) = 336.1

Cartesian coordinates (Å):
C: -1.01220 0.41024 2.16166
C: -0.55074 1.53406 1.19643
N: 0.19447 1.17522 -0.04249
C: 0.17753 -0.15184 -0.57317
C: 1.51575 -0.48900 -1.16888
O: 1.26156 -1.81876 -1.74784
S: -0.16703 -1.74363 -2.33846
O: -0.08948 -1.79553 -3.78755
O: -1.01223 -2.74875 -1.89715
O: -0.63884 -0.34852 -1.79270
H: -1.50065 -0.40671 1.65914
H: -0.11253 0.04277 2.73149
H: -1.70549 0.81548 2.88924
H: 0.09154 2.24438 1.77728
H: -1.41778 2.12857 0.95722
H: -0.22170 1.75686 -0.76932
H: -0.06707 -1.00367 0.05964
H: 1.72445 0.11636 -2.03775
H: 2.31454 -0.44359 -0.45481
Tm: 1.21588 0.72606 3.17801

Electronic structure analysis, Mulliken charges in units of e: C -0.937; C -0.683; N -0.230; C 0.077; C -0.460; O -0.195; S 1.202; O -0.136; O -0.291; O -0.307; H 0.488; H 0.248; H 0.373; H 0.332; H 0.405; H 0.351; H 0.350; H 0.358; H 0.374; Tm 1.683